Formula: C29H25N5OPRu
Source: the Open Molecules 2025 dataset
Level of theory: ωB97M-V/def2-TZVPD

LUMO energy (spin up / spin down)   -0.4475 / -0.4493 Eh
HOMO level (spin up / spin down)   -16.9 / -16.9 eV
Orbital gap (spin up / spin down)   4.8 / 4.6 eV

ORCA input file:
```
! wB97M-V def2-TZVPD RIJCOSX def2/J DEFGRID3
* xyz 3 1
Ru -0.0878 0.0663 -0.1989
O 1.1459 0.5207 3.5997
C 1.0876 0.4497 2.3982
N 0.0844 -0.1641 1.6958
C -0.8837 -0.8999 2.4500
C -2.0591 -1.1519 1.5614
C -3.2935 -1.5373 2.0913
C -4.3817 -1.7350 1.2243
C -4.2177 -1.5211 -0.1075
C -2.9101 -1.1016 -0.6735
N -1.8415 -0.9409 0.2692
C 2.0983 1.0241 1.4514
C 3.2404 1.6516 1.9299
C 4.1759 2.0935 1.0041
C 3.9252 1.8893 -0.3452
C 2.7372 1.2836 -0.7380
N 1.8316 0.8576 0.1441
H -1.1452 -0.3608 3.3755
H -0.4530 -1.8592 2.7868
H -3.4012 -1.6545 3.1584
H -5.3408 -2.0344 1.6217
H -5.0370 -1.6066 -0.8065
H -3.2028 -1.7711 -2.6786
H 3.3680 1.7711 2.9974
H 5.0793 2.5865 1.3355
H 4.6394 2.2022 -1.0927
H 2.5086 1.1496 -1.7889
N -1.8155 1.1304 -2.6121
P -0.4866 0.0505 -2.5433
C 0.0558 0.0504 -4.2853
C 1.3648 0.3122 -4.6690
C 1.6902 0.3244 -6.0187
C 0.7194 0.0681 -6.9733
C -0.5831 -0.2150 -6.5866
C -0.9199 -0.2371 -5.2452
C -1.1269 -1.6645 -2.4200
C -2.4685 -2.0343 -1.8993
C -2.6573 -3.4854 -1.6609
C -1.7283 -4.4092 -2.0242
C -0.5136 -4.0047 -2.6061
C -0.2202 -2.6520 -2.7643
C -2.0777 2.0428 -1.5921
C -3.0774 3.0126 -1.7176
C -3.3701 3.8222 -0.6380
C -2.6458 3.6766 0.5429
C -1.6542 2.7209 0.5861
N -1.3842 1.9199 -0.4505
H -2.1501 1.4191 -3.5301
H 2.1321 0.5003 -3.9330
H 2.7042 0.5404 -6.3181
H 0.9805 0.0809 -8.0218
H -1.3356 -0.4262 -7.3309
H -1.9294 -0.4933 -4.9517
H -3.0646 -0.1213 -1.1570
H -3.5977 -3.8033 -1.2358
H -1.9094 -5.4620 -1.8669
H 0.2040 -4.7532 -2.9114
H 0.7387 -2.3727 -3.1863
H -3.6199 3.1167 -2.6437
H -4.1548 4.5606 -0.7055
H -2.8416 4.2979 1.4010
H -1.0421 2.5848 1.4696
*
```

***

Formula: C29H26BaF4N8OS2Se4
Source: the Open Molecules 2025 dataset
Level of theory: ωB97M-V/def2-TZVPD

LUMO energy   0.1249 Eh
HOMO level   -1.1 eV
Orbital gap   4.5 eV

ORCA input file:
```
! wB97M-V def2-TZVPD RIJCOSX def2/J DEFGRID3
* xyz -2 1
Ba 0.7770 0.7254 0.5301
C 4.5628 -1.0889 -0.2661
N 3.1928 -1.4690 -0.5682
C 3.0102 -2.8858 -0.3261
C 2.8827 -1.1301 -1.9584
C 1.3858 -1.1322 -2.2870
N 0.8375 0.2102 -2.0828
C -0.0368 0.7255 -2.9535
C -0.1851 2.1440 -3.0145
F 0.6232 2.8861 -2.2422
C -1.0479 2.7768 -3.8693
F -1.0830 4.1243 -3.8767
C -1.8605 2.0833 -4.7606
C -1.7453 0.7109 -4.7266
F -2.5174 -0.0390 -5.5538
C -0.8872 0.0518 -3.8715
F -0.9373 -1.3137 -3.8773
H 5.2759 -1.5555 -0.9717
H 4.8218 -1.4052 0.7447
H 4.6812 -0.0087 -0.3096
H 3.6750 -3.4937 -0.9683
H 1.9801 -3.1851 -0.5176
H 3.2332 -3.1097 0.7180
H 3.4158 -1.8187 -2.6438
H 3.2605 -0.1232 -2.1434
H 0.8858 -1.8680 -1.6497
H 1.2720 -1.4749 -3.3192
H -2.5355 2.5900 -5.4313
Se 2.0898 2.1643 5.1888
Se 2.4915 3.5476 3.3753
Se 4.7254 3.2761 2.7145
Se 4.5901 2.1710 0.6608
N -1.5908 -2.3909 -1.1650
C -1.0944 -2.7943 0.0256
N -0.2027 -2.1350 0.7030
C 0.2000 -2.8515 1.8241
C -0.4063 -4.0519 1.9837
S -1.5259 -4.3373 0.7003
C 1.2570 -2.3243 2.7051
C 1.6112 -2.8724 3.8923
S 2.9213 -1.9865 4.5824
C 2.9184 -0.9362 3.1840
N 1.9817 -1.2217 2.3156
N 3.8614 -0.0055 3.0288
H -1.4437 -1.4285 -1.4307
H -2.4298 -2.8198 -1.5135
H -0.2580 -4.7840 2.7572
H 1.1723 -3.7133 4.3999
H 4.3601 0.3411 3.8329
H 3.8610 0.6437 2.2332
C -5.0582 -2.2889 0.2174
C -4.2403 -2.1826 1.3345
C -3.3644 -1.1145 1.4597
C -3.3255 -0.1332 0.4782
C -4.1521 -0.2265 -0.6379
C -5.0103 -1.3057 -0.7673
N -2.3987 0.9400 0.6805
N -2.7799 1.9865 0.1183
C -1.9662 3.1403 0.2637
C -2.6925 4.3267 0.0829
C -2.0587 5.5414 0.2287
C -0.7029 5.5492 0.5564
C -0.0140 4.3570 0.7284
C -0.5955 3.0878 0.5588
H -5.7304 -3.1321 0.1138
H -4.2734 -2.9417 2.1058
H -2.7089 -1.0157 2.3171
H -4.0993 0.5493 -1.3903
H -5.6465 -1.3833 -1.6410
H -3.7575 4.2685 -0.1181
H -2.6065 6.4681 0.1029
H -0.1842 6.4956 0.6729
H 1.0356 4.4227 1.0001
O -0.2167 0.2393 4.1378
C 0.5202 0.9342 3.5948
*
```

***

Formula: C29H26CoN4O6PS
Source: the Open Molecules 2025 dataset
Level of theory: ωB97M-V/def2-TZVPD

LUMO energy (spin up / spin down)   0.0085 / -0.0814 Eh
<S²>   6.019
HOMO level (spin up / spin down)   -8.4 / -8.3 eV
Orbital gap (spin up / spin down)   8.6 / 6.1 eV

ORCA input file:
```
! wB97M-V def2-TZVPD RIJCOSX def2/J DEFGRID3
* xyz 0 5
Co 0.3394 -0.7983 0.4505
N 1.1049 0.2052 2.3698
C 0.2245 1.2610 2.8157
C -1.1950 0.9243 2.3552
O -2.1563 1.4572 2.9702
N -1.2770 0.0501 1.3291
C -2.5882 -0.4930 1.0804
C -2.3538 -1.9859 0.6595
O -3.2581 -2.8232 0.8295
O -1.2061 -2.2041 0.1979
H 1.2236 -0.5377 3.0675
H 2.0368 0.4957 2.0515
H 0.5113 2.2058 2.3606
H 0.2142 1.4010 3.9069
H -3.1177 -0.0298 0.2446
H -3.1984 -0.4759 1.9963
O 2.5419 -0.4781 0.1436
S 2.5521 -0.8124 -1.2968
O 3.6424 -1.6502 -1.7121
O 1.2192 -1.3802 -1.6081
C 2.6775 0.7637 -2.1226
C 3.8913 1.2367 -2.6476
C 3.9426 2.5310 -3.1291
C 2.8342 3.3292 -3.0960
C 1.6250 2.8644 -2.5934
C 1.5516 1.5818 -2.0469
P 0.0208 0.9514 -1.2792
C -0.9745 0.4027 -2.6841
C -1.7042 -0.7815 -2.6207
C -2.5903 -1.1051 -3.6359
C -2.6970 -0.3067 -4.7534
C -1.9726 0.8641 -4.8259
C -1.1321 1.2291 -3.7708
C -0.7379 2.4271 -0.5950
C -2.1151 2.5474 -0.6484
C -2.7391 3.5812 0.0459
C -1.9826 4.5300 0.7042
C -0.5995 4.4493 0.6706
C 0.0341 3.4123 0.0026
H 4.7363 0.5480 -2.6691
H 4.8765 2.8837 -3.5299
H 2.8837 4.3567 -3.4243
H 0.7599 3.5040 -2.6035
H -1.5312 -1.4890 -1.8165
H -3.1839 -2.0078 -3.5491
H -3.3262 -0.6119 -5.5649
H -2.0559 1.5046 -5.6864
H -0.5673 2.1401 -3.8543
H -2.6971 1.8501 -1.2566
H -3.8193 3.6208 0.0591
H -2.4583 5.3521 1.2301
H -0.0037 5.1910 1.1729
H 1.1089 3.3341 -0.0430
N 2.3086 -4.4336 1.7849
C 2.1505 -3.3658 0.9760
N 1.1394 -2.5957 1.3704
C 0.6063 -3.1760 2.5482
C -0.4187 -2.7997 3.4145
C -0.6432 -3.5755 4.5621
C 0.1152 -4.7235 4.8171
C 1.1480 -5.1036 3.9566
C 1.3887 -4.3238 2.8484
H 2.9819 -5.1956 1.6609
H 2.7687 -3.1510 0.1121
H -1.0498 -1.9566 3.2054
H -1.4555 -3.2956 5.2210
H -0.0778 -5.3185 5.7039
H 1.7235 -6.0016 4.1684
*
```

***

Formula: C29H26N7O5S5Tc
Source: the Open Molecules 2025 dataset
Level of theory: ωB97M-V/def2-TZVPD

LUMO energy (spin up / spin down)   -0.0759 / -0.0860 Eh
<S²>   2.016
HOMO level (spin up / spin down)   -6.7 / -6.7 eV
Orbital gap (spin up / spin down)   4.6 / 4.3 eV

ORCA input file:
```
! wB97M-V def2-TZVPD RIJCOSX def2/J DEFGRID3
* xyz 0 3
Tc -0.0922 0.2993 -0.0040
O -0.0128 2.3094 -0.4493
N -0.3993 2.7453 -1.6673
C -0.3269 4.0754 -1.8879
C -0.6776 4.5967 -3.1011
C -1.0888 3.7288 -4.1141
C -1.1507 2.3784 -3.8617
C -0.8119 1.8768 -2.6025
S -0.9130 0.1868 -2.1966
H 0.0371 4.6484 -1.0493
H -0.6242 5.6653 -3.2550
H -1.3414 4.1136 -5.0959
H -1.4492 1.6695 -4.6243
N -1.4742 -6.1621 2.4754
C -1.3228 -5.0187 3.1562
S -1.5503 -4.9498 4.7852
C -0.9521 -3.8130 2.3254
C -0.7189 -2.5770 2.9447
C -0.3852 -1.5087 2.1701
N -0.3196 -1.5699 0.8186
C -0.4995 -2.7418 0.2273
C -0.8162 -3.8840 0.9561
H -1.6337 -6.9965 3.0132
H -1.1807 -6.2655 1.5213
H -0.7764 -2.4917 4.0194
H -0.1688 -0.5434 2.6215
H -0.4218 -2.7539 -0.8482
H -0.9362 -4.8013 0.4004
S 2.3203 -3.6732 -0.2898
C 2.4690 -2.5137 0.8934
N 2.4986 -1.6593 1.6941
O 8.2434 -0.0299 -5.2820
S 7.6648 1.2767 -5.0060
O 6.3477 1.4457 -5.5946
O 8.5597 2.3802 -5.2859
C 7.4121 1.2560 -3.2176
N 8.4691 1.4949 -2.4264
C 8.2532 1.3894 -1.1223
C 7.0148 1.0747 -0.5825
C 5.9906 0.8706 -1.4833
N 6.1844 0.9477 -2.7945
C 4.5831 0.5850 -1.0915
C 4.0947 0.7861 0.1921
C 2.7585 0.5882 0.4388
N 1.8937 0.2017 -0.5154
C 2.3804 -0.0593 -1.7481
C 3.6968 0.1353 -2.0678
H 9.1064 1.5715 -0.4777
H 6.8814 0.9813 0.4877
H 4.7315 1.1207 0.9999
H 2.3541 0.7500 1.4316
H 1.6777 -0.4151 -2.4823
H 4.0564 -0.0388 -3.0735
C -7.6043 0.9741 4.4192
C -6.5476 0.8883 3.3466
C -5.2627 0.4317 3.6388
C -4.2897 0.3439 2.6549
C -4.6140 0.7241 1.3637
C -5.8773 1.2055 1.0434
C -6.8384 1.2800 2.0392
S -3.4480 0.5070 0.0471
C -3.7461 -1.2398 -0.2261
O -2.0984 0.5958 0.7709
H -7.2771 0.4897 5.3380
H -8.5322 0.5053 4.0901
H -7.8315 2.0180 4.6523
H -5.0215 0.1333 4.6530
H -3.2903 -0.0091 2.8838
H -6.1046 1.5138 0.0264
H -7.8308 1.6511 1.8009
H -3.4265 -1.7669 0.6750
H -3.1791 -1.5629 -1.0967
H -4.8153 -1.3657 -0.3944
*
```